# 1
Computed, not measured: a cluster of 3 separate species, C2H12NO2 in total in a non-equilibrium geometry, with ωB97M-V with the def2-TZVPD basis set.

Bonds (Å) are listed after each position.
Cartesian coordinates (Å):
1 C -2.323 0.043 1.343  C2 1.589, H4 1.264, H5 1.157, H6 1.098
2 C -0.882 0.642 1.045  C1 1.589, N3 1.565, H7 1.112, H8 1.112
3 N -0.100 -0.546 0.390  C2 1.565, H9 1.040, H10 1.068, H11 1.042
4 H -2.965 0.890 2.027  C1 1.264
5 H -2.967 0.010 0.382  C1 1.157
6 H -2.169 -1.028 1.528  C1 1.098
7 H -0.725 1.626 0.551  C2 1.112
8 H -0.311 0.779 1.989  C2 1.112
9 H 0.661 0.030 -0.023  N3 1.040
10 H -0.492 -1.089 -0.442  N3 1.068
11 H 0.249 -1.269 1.054  N3 1.042
12 H 2.650 -1.027 -2.707  O14 0.989
13 H 2.076 -2.388 -2.631  O14 0.969
14 O 2.401 -1.702 -2.029  H12 0.989, H13 0.969
15 H 2.226 1.223 -1.064  O17 1.009
16 H 1.286 2.352 -0.863  O17 0.955
17 O 1.386 1.453 -0.553  H15 1.009, H16 0.955

Properties
DFT total energy in hartree: -288.34617
Net charge: +1
HOMO-LUMO gap in eV: 12.04
Highest occupied orbital energy in eV: -15.2907
Largest force on an atom in eV/A: 4.015
LUMO level in eV: -3.25

---

# 2
Computed, not measured: a cluster of 3 separate species, C2H12NO2S in total in a non-equilibrium geometry, with ωB97M-V with the def2-TZVPD basis set.

Bonds (Å) are listed after each position.
Cartesian coordinates (Å):
1 C -0.015 0.021 0.132  C2 1.533, N4 1.493, H5 1.102, H6 1.141
2 C 0.057 1.374 -0.584  C1 1.533, S3 1.784, H7 1.110, H8 1.077
3 S -1.585 1.533 -1.262  C2 1.784, H9 1.357
4 N -0.963 -0.086 1.281  C1 1.493, H10 1.036, H11 1.034, H12 1.061
5 H 0.908 -0.375 0.586  C1 1.102
6 H -0.343 -0.784 -0.607  C1 1.141
7 H 0.840 1.301 -1.367  C2 1.110
8 H 0.449 2.154 0.046  C2 1.077
9 H -1.742 2.775 -1.786  S3 1.357
10 H -1.970 0.154 1.268  N4 1.036
11 H -0.502 0.398 2.070  N4 1.034
12 H -1.194 -1.086 1.548  N4 1.061
13 H 1.223 0.230 3.850  O15 0.969
14 H 0.718 1.672 3.909  O15 0.970
15 O 0.532 0.814 3.498  H13 0.969, H14 0.970
16 H 1.004 -3.984 -3.720  O18 0.963
17 H 1.236 -2.992 -4.903  O18 0.958
18 O 1.349 -3.118 -3.960  H16 0.963, H17 0.958

Properties
DFT total energy in hartree: -686.66716
Net charge: 0
HOMO-LUMO gap (alpha / beta) in eV: 3.72 / 9.84
Highest occupied orbital energy (alpha / beta) in eV: -3.0439 / -9.4154
Spin multiplicity: 2
Largest force on an atom in eV/A: 2.182
LUMO level (alpha / beta) in eV: 0.68 / 0.43

---

# 3
Computed, not measured: a cluster of 3 separate species, C2H12NO2S in total in a non-equilibrium geometry, with ωB97M-V with the def2-TZVPD basis set.

Bonds (Å) are listed after each position.
Cartesian coordinates (Å):
1 C -1.127 -0.441 0.546  C2 1.550, N4 1.510, H5 1.088, H6 1.093
2 C -0.958 0.023 -0.923  C1 1.550, S3 1.818, H7 1.074, H8 1.093
3 S -0.207 -1.337 -1.867  C2 1.818, H9 1.336
4 N 0.105 -0.028 1.314  C1 1.510, H10 1.016, H11 1.033, H12 1.034
5 H -1.954 0.086 1.017  C1 1.088
6 H -1.156 -1.533 0.563  C1 1.093
7 H -1.963 0.100 -1.293  C2 1.074
8 H -0.270 0.873 -0.949  C2 1.093
9 H 0.501 -0.616 -2.742  S3 1.336
10 H 0.118 -0.341 2.281  N4 1.016
11 H 0.972 -0.165 0.769  N4 1.033
12 H -0.001 0.983 1.502  N4 1.034
13 H 3.334 0.435 0.629  O15 0.969
14 H 3.251 -0.753 -0.332  O15 0.965
15 O 2.719 -0.046 0.055  H13 0.969, H14 0.965
16 H -1.754 2.784 2.239  O18 0.964
17 H -0.303 3.064 2.618  O18 0.967
18 O -0.874 2.390 2.225  H16 0.964, H17 0.967

Properties
DFT total energy in hartree: -686.58512
Net charge: +1
HOMO-LUMO gap in eV: 9.61
Highest occupied orbital energy in eV: -12.7073
Largest force on an atom in eV/A: 1.492
LUMO level in eV: -3.10

---

# 4
Computed, not measured: a cluster of 3 separate species, C2H12NO2S2 in total in a non-equilibrium geometry, with ωB97M-V with the def2-TZVPD basis set.

Bonds (Å) are listed after each position.
Cartesian coordinates (Å):
1 N -0.347 1.320 0.543  C2 1.538, H6 1.024, H8 1.017, H18 1.014
2 C 0.621 0.219 1.007  N1 1.538, C3 1.515, H9 1.093, H10 1.099
3 C 0.915 -0.801 -0.073  C2 1.515, S4 1.822, H11 1.090, H12 1.105
4 S 2.245 -1.886 0.537  C3 1.822, S5 2.064
5 S 2.893 -2.804 -1.195  S4 2.064, H13 1.325
6 H -0.962 1.056 -0.232  N1 1.024
7 H -1.180 3.470 -1.274  O19 0.964
8 H -0.820 1.556 1.412  N1 1.017
9 H 0.225 -0.298 1.884  C2 1.093
10 H 1.589 0.636 1.319  C2 1.099
11 H 0.053 -1.379 -0.406  C3 1.090
12 H 1.215 -0.247 -0.981  C3 1.105
13 H 2.298 -3.979 -1.044  S5 1.325
14 H -1.624 -1.184 1.363  O16 0.966
15 H -1.855 -1.823 -0.111  O16 0.953
16 O -2.018 -1.098 0.486  H14 0.966, H15 0.953
17 H -2.079 2.579 -2.094  O19 0.967
18 H 0.215 2.122 0.280  N1 1.014
19 O -1.385 2.540 -1.422  H7 0.964, H17 0.967

Properties
DFT total energy in hartree: -1084.74927
Net charge: +1
HOMO-LUMO gap in eV: 9.01
Highest occupied orbital energy in eV: -12.4340
Largest force on an atom in eV/A: 2.771
LUMO level in eV: -3.43

---

# 5
Computed, not measured: a cluster of 3 separate species, C2H12NO3 in total in a non-equilibrium geometry, with ωB97M-V with the def2-TZVPD basis set.

Bonds (Å) are listed after each position.
Cartesian coordinates (Å):
1 C -1.340 -1.146 1.524  O2 1.444, C3 1.540, H5 1.046, H6 1.075
2 O -0.051 -1.083 2.173  C1 1.444, H7 1.025
3 C -1.256 0.027 0.530  C1 1.540, N4 1.503, H8 1.169, H9 1.025
4 N 0.046 -0.002 -0.219  C3 1.503, H10 0.996, H11 1.094, H12 1.044
5 H -2.091 -0.862 2.194  C1 1.046
6 H -1.511 -2.094 1.047  C1 1.075
7 H -0.148 -1.024 3.191  O2 1.025
8 H -2.037 -0.101 -0.331  C3 1.169
9 H -1.516 0.935 0.928  C3 1.025
10 H 0.172 -0.816 -0.777  N4 0.996
11 H 0.964 -0.177 0.351  N4 1.094
12 H 0.093 0.960 -0.623  N4 1.044
13 H -0.516 3.206 -2.537  O15 1.020
14 H 0.519 3.618 -1.369  O15 0.987
15 O -0.013 2.864 -1.718  H13 1.020, H14 0.987
16 H 2.423 -1.943 -1.870  O18 0.956
17 H 2.692 -0.468 -1.987  O18 0.958
18 O 2.090 -1.094 -1.582  H16 0.956, H17 0.958

Properties
DFT total energy in hartree: -363.70606
Net charge: 0
HOMO-LUMO gap (alpha / beta) in eV: 3.30 / 11.63
Highest occupied orbital energy (alpha / beta) in eV: -2.5062 / -11.0127
Spin multiplicity: 2
Largest force on an atom in eV/A: 5.273
LUMO level (alpha / beta) in eV: 0.79 / 0.61

---

# 6
Computed, not measured: a cluster of 3 separate species, C2H12NO3 in total in a non-equilibrium geometry, with ωB97M-V with the def2-TZVPD basis set.

Bonds (Å) are listed after each position.
Cartesian coordinates (Å):
1 C -1.298 -0.870 0.484  O2 1.421, C3 1.527, H5 1.081, H6 1.090
2 O -0.009 -1.389 0.784  C1 1.421, H7 0.964
3 C -1.334 -0.430 -0.978  C1 1.527, N4 1.504, H8 1.077, H9 1.097
4 N -0.193 0.521 -1.215  C3 1.504, H10 1.037, H11 1.016, H12 1.031
5 H -1.487 -0.009 1.109  C1 1.081
6 H -2.067 -1.621 0.666  C1 1.090
7 H -0.037 -2.288 1.132  O2 0.964
8 H -1.217 -1.302 -1.599  C3 1.077
9 H -2.262 0.139 -1.112  C3 1.097
10 H -0.297 1.362 -0.617  N4 1.037
11 H -0.041 0.759 -2.191  N4 1.016
12 H 0.672 0.054 -0.906  N4 1.031
13 H 0.171 1.981 2.023  O15 0.971
14 H 1.457 1.926 1.258  O15 0.972
15 O 0.497 1.915 1.111  H13 0.971, H14 0.972
16 H 3.142 -0.411 -0.401  O18 0.965
17 H 1.917 -0.444 0.547  O18 0.968
18 O 2.386 0.107 -0.096  H16 0.965, H17 0.968

Properties
DFT total energy in hartree: -363.64708
Net charge: +1
HOMO-LUMO gap in eV: 12.20
Highest occupied orbital energy in eV: -15.2103
Largest force on an atom in eV/A: 1.113
LUMO level in eV: -3.01

---

# 7
Computed, not measured: a cluster of 4 separate species, C2H12NO3 in total in a non-equilibrium geometry, with ωB97M-V with the def2-TZVPD basis set.

Bonds (Å) are listed after each position.
Cartesian coordinates (Å):
1 C 1.547 -0.157 -1.479  N3 1.486, H4 1.080, H5 1.094, H6 1.090
2 C 1.574 -1.403 0.554  N3 1.272, H7 1.088, H8 1.084
3 N 0.942 -1.108 -0.510  C1 1.486, C2 1.272, H9 1.030
4 H 2.213 0.467 -0.902  C1 1.080
5 H 2.136 -0.601 -2.287  C1 1.094
6 H 0.672 0.294 -1.947  C1 1.090
7 H 2.522 -0.883 0.670  C2 1.088
8 H 1.097 -1.863 1.413  C2 1.084
9 H 0.214 -1.737 -0.878  N3 1.030
10 H 2.141 5.059 3.907  O12 0.963
11 H 3.186 5.861 3.189  O12 0.983
12 O 2.228 5.647 3.150  H10 0.963, H11 0.983
13 H -4.527 -0.256 0.359  O15 0.958
14 H -4.545 -1.271 -0.798  O15 0.955
15 O -3.973 -0.823 -0.178  H13 0.958, H14 0.955
16 H -1.840 -3.064 -2.518  O18 0.966
17 H -2.328 -2.638 -1.184  O18 0.948
18 O -1.544 -2.612 -1.717  H16 0.966, H17 0.948

Properties
DFT total energy in hartree: -363.58599
Net charge: +1
HOMO-LUMO gap in eV: 8.25
Highest occupied orbital energy in eV: -13.3839
Largest force on an atom in eV/A: 2.401
LUMO level in eV: -5.13

---

Question: What is the largest force on an atom in the second record?
Answer: 2.182 eV/A